No. 1
Molecular formula: C24H41IMgN2O4Si
Method: DFT, ωB97M-V/def2-TZVPD

```
74
Properties=species:S:1:pos:R:3:forces:R:3:lowdin_charge:R:1
C -2.34791 2.77689 -1.34123 -1.148 -2.804 -4.821 -0.43
C -1.58716 3.69906 -0.53589 3.567 3.708 4.824 -0.47
H -2.30629 1.72062 -1.80711 0.879 1.533 1.578 0.03
H -2.31840 3.32963 -2.28700 -1.320 -0.165 -0.212 0.07
H -3.26382 2.76906 -0.86112 -2.432 -0.007 0.088 0.04
H -0.56906 3.85893 0.19169 -2.473 -1.639 -2.265 0.07
H -1.36145 4.48692 -1.20484 -0.239 1.655 -0.055 0.04
H -2.28996 3.92247 0.25761 -0.153 1.253 0.047 0.06
C -0.19177 -2.32854 -1.38815 0.769 -0.003 -0.386 -0.09
C 0.04209 -2.85550 -2.67091 -0.499 -0.046 0.301 -0.03
C 1.28483 -2.65613 -3.27673 -0.056 0.061 0.245 -0.05
C 2.27048 -1.93046 -2.59857 0.169 0.496 0.572 0.00
H -1.16560 -2.41329 -0.87166 0.687 -0.036 -0.290 0.14
H -0.77441 -3.42341 -3.15340 0.695 0.443 0.188 0.12
H 1.48532 -3.06126 -4.27415 -0.074 0.190 0.427 0.12
H 3.25690 -1.71583 -3.04185 -0.793 -0.321 0.070 0.11
N 0.77871 -1.67030 -0.73609 0.820 -0.155 -0.167 -0.02
C 1.99688 -1.42693 -1.30963 -1.042 -1.014 -0.576 -0.21
C 2.97433 -0.60877 -0.52901 0.521 0.623 0.842 -0.20
N 2.54918 -0.12953 0.67872 0.392 -0.513 -0.340 -0.01
C 3.32699 0.66671 1.42931 0.500 -0.406 -0.452 -0.10
C 5.10253 0.50020 -0.20926 -0.746 -0.256 0.366 -0.03
C 4.63307 0.97705 1.03351 -0.254 -0.130 -0.555 -0.03
H 2.90383 1.04301 2.38031 0.270 -0.307 -0.717 0.13
H 5.24983 1.59688 1.68025 -0.073 -0.134 -0.232 0.11
C 4.26585 -0.29824 -1.00460 -0.654 0.043 0.524 0.01
H 4.56759 -0.69662 -1.97673 0.145 0.340 0.494 0.11
H 6.10648 0.73031 -0.55313 -0.147 0.022 0.109 0.11
Mg 0.49951 -0.57654 1.05831 -0.490 0.450 -0.359 0.32
I -0.14170 1.43454 -0.50221 2.800 -2.610 0.669 0.70
C 0.31177 -1.30063 5.20950 0.115 0.266 0.193 -0.05
C -0.40793 -2.64842 5.29249 -0.157 0.043 -0.106 -0.62
C 0.60442 -3.75490 5.58603 0.009 -0.173 0.014 -0.04
C -1.47761 -2.57887 6.40841 0.419 -0.056 -0.203 -0.02
O -1.03287 -2.98063 4.02171 0.192 0.321 0.605 -0.12
Si -1.80124 -1.89090 3.03288 -0.558 -0.325 0.509 0.02
O -0.79974 -0.89192 2.32589 0.290 -0.209 -0.088 -0.33
O -2.62885 -2.77784 1.91554 0.025 -0.404 -0.062 -0.11
C -3.48535 -3.92355 2.13370 0.275 0.222 -0.069 -0.64
C -2.73492 -5.15824 1.63955 0.049 -0.090 -0.027 -0.03
C -3.85937 -4.10778 3.59954 -0.280 -0.354 0.215 -0.04
C -4.75176 -3.72498 1.30457 -0.033 0.040 -0.034 -0.03
O -2.94072 -1.13132 3.98660 0.208 0.464 -0.333 -0.13
C -3.54911 0.13794 3.62761 0.140 -0.231 0.329 -0.63
C -3.89217 0.17457 2.13855 -0.170 0.177 -0.009 -0.03
C -4.81700 0.27598 4.47834 -0.022 -0.012 -0.032 -0.03
C -2.56979 1.25787 3.96572 0.130 0.227 -0.016 -0.04
H 0.85213 -1.10709 6.14698 -0.064 -0.148 -0.169 0.09
H -0.40790 -0.47927 5.09656 0.168 -0.184 -0.179 0.07
H 1.03661 -1.27407 4.38182 -0.277 -0.036 0.210 0.08
H 1.13188 -3.56969 6.53232 -0.154 0.042 -0.212 0.09
H 0.09920 -4.72299 5.67271 0.027 0.127 -0.069 0.08
H 1.35073 -3.83133 4.78452 -0.185 0.077 0.120 0.08
H -2.19976 -1.78648 6.16077 0.171 -0.370 0.175 0.08
H -1.98816 -3.55503 6.48258 0.128 0.450 0.077 0.09
H -0.96736 -2.33956 7.36585 -0.404 -0.199 -0.452 0.09
H -1.81091 -5.29570 2.21561 -0.192 0.035 -0.112 0.09
H -3.36617 -6.05165 1.75435 0.204 0.179 -0.045 0.09
H -2.47879 -5.04282 0.57856 -0.026 -0.034 0.188 0.08
H -4.38668 -3.23281 3.99733 0.259 -0.127 -0.051 0.09
H -2.98003 -4.34282 4.21348 -0.268 0.233 -0.170 0.08
H -4.54396 -4.96455 3.66317 0.092 0.132 0.022 0.09
H -5.31680 -2.84923 1.65538 0.160 -0.244 -0.108 0.08
H -4.50063 -3.58907 0.24314 -0.073 0.005 0.264 0.09
H -5.38205 -4.61928 1.41021 0.056 0.261 -0.104 0.09
H -4.54525 -0.66928 1.87355 0.275 0.208 0.009 0.08
H -4.43586 1.10734 1.92736 0.150 -0.203 -0.031 0.09
H -2.97305 0.16230 1.53249 -0.353 -0.072 0.101 0.07
H -4.58061 0.25476 5.55524 -0.030 -0.018 -0.406 0.09
H -5.31929 1.22719 4.24390 0.154 -0.243 0.117 0.09
H -5.51801 -0.53828 4.25496 0.153 0.106 0.065 0.08
H -2.31717 1.25791 5.03600 -0.100 -0.065 -0.239 0.09
H -1.65125 1.14736 3.37798 -0.171 -0.010 0.127 0.07
H -3.01425 2.22850 3.71670 0.047 -0.084 0.071 0.09
```
Forces are in eV/Å.

ΔE to the lowest compared entry with this formula, charge and spin: 0.000 eV
Calculated total energy: -2137.0742 a.u.
Kohn-Sham gap: 5.82 eV
Multiplicity: 1

No. 2
Molecular formula: C24H41NP2Pt
Method: DFT, ωB97M-V/def2-TZVPD

```
69
Properties=species:S:1:pos:R:3:forces:R:3:mulliken_spin:R:1
Pt 1.37536 -0.32367 2.30458 0.078 -0.256 -1.011 1.00
C -1.69976 -0.84638 3.92997 -0.804 -0.953 -0.372 0.27
C -1.33680 -1.91054 3.06409 -0.236 0.839 0.351 0.30
C 0.61550 -1.06341 4.10937 -2.137 -2.045 -0.593 0.19
C -0.56439 -0.34942 4.57931 1.014 0.188 -0.047 0.26
C 0.08897 -2.06568 3.08998 0.085 0.626 2.730 0.52
C -3.09462 -0.34852 4.17875 -0.081 0.341 -0.214 0.00
H -3.69518 -0.38086 3.26063 0.106 -0.082 0.177 0.00
H -3.06101 0.69898 4.50431 -0.056 -0.259 -0.055 0.00
H -3.66277 -0.89778 4.94951 0.456 -0.011 -0.254 0.01
C -0.48659 0.73694 5.57058 -0.006 0.402 0.184 -0.01
H -1.33516 1.43037 5.52781 0.155 -0.280 0.015 0.00
H 0.43207 1.32378 5.43890 -0.117 -0.144 0.025 0.01
H -0.45615 0.30856 6.58064 0.002 0.092 -0.008 0.03
C 1.88635 -1.24099 4.85286 0.314 0.845 -0.521 -0.03
H 1.78346 -1.79010 5.77982 -0.124 -0.264 0.233 0.04
H 2.27671 -0.24553 5.05646 0.225 -0.024 0.419 0.00
H 2.60732 -1.73444 4.20429 0.295 -0.265 0.233 0.00
C 0.88893 -3.22573 2.63272 0.205 0.094 -0.786 -0.12
H 0.82604 -4.08148 3.31620 -0.070 0.135 0.028 0.03
H 1.94034 -2.92461 2.55616 -0.020 -0.395 0.061 0.02
H 0.57243 -3.55781 1.63659 0.009 -0.128 0.240 0.01
C -2.24634 -2.74101 2.24527 -0.119 -0.085 -0.325 0.01
H -2.53839 -3.66674 2.74995 0.067 0.042 0.069 0.02
H -1.74532 -3.03015 1.32254 -0.006 -0.148 -0.123 0.00
H -3.16675 -2.22748 1.96666 0.006 0.033 0.166 0.00
C -0.76284 2.05895 1.05853 0.061 -0.626 1.429 0.00
C -1.91578 1.37222 1.03493 0.692 0.371 0.894 0.02
C -2.30870 0.28535 0.10574 -0.532 -0.081 -0.484 0.02
C -1.18798 -0.45922 -0.66548 -1.626 -0.049 -0.616 0.00
C 0.04475 -0.95195 -0.04738 2.653 0.245 0.439 0.13
C 1.24691 -0.23911 0.09369 -0.471 0.035 -1.163 0.01
C 1.44361 1.22973 -0.29391 -0.033 -0.319 0.620 0.01
C 0.27607 2.20626 -0.01270 0.375 1.013 -0.419 0.00
H -3.01412 0.63002 -0.68109 0.208 -0.121 0.467 0.00
H -0.95762 0.14861 -1.55827 0.306 -0.023 0.356 0.09
H -2.88965 -0.42178 0.72189 0.263 0.044 -0.397 0.00
H -0.22814 2.43308 -0.96010 -0.061 -0.097 0.094 0.00
H -0.47196 2.56456 2.00875 -0.676 -0.034 -0.874 0.00
H -2.61678 1.49115 1.87946 0.547 0.047 -0.360 0.00
H 0.79039 3.13985 0.27289 -0.238 -0.162 -0.408 0.00
H 2.32172 1.56933 0.28176 -0.284 -0.078 -0.419 -0.01
H 2.22801 -0.78919 0.14899 -0.955 0.071 -0.053 0.00
H 1.70427 1.34834 -1.36177 0.033 -0.357 0.283 0.01
H -1.70697 -1.34480 -1.07024 0.236 0.215 -0.005 0.00
H 0.12014 -2.03968 0.05933 -0.029 0.374 0.226 -0.01
P -0.30155 1.27908 -3.68068 0.796 1.476 -4.010 0.42
C -0.37293 3.09925 -3.97068 -0.322 0.835 1.594 0.09
C -1.55190 0.94175 -5.00801 -1.061 -0.974 0.736 0.06
P 1.92937 -0.49250 -4.41623 0.066 1.165 -2.437 0.22
C 1.12724 1.11929 -4.86055 -0.134 -0.367 0.751 0.00
C 1.43043 -1.35491 -5.98912 -0.399 -0.941 0.513 0.03
C 3.50855 -0.02259 -5.24211 0.902 -0.353 0.908 0.05
H 0.49537 3.60515 -3.52859 -0.326 -0.054 -0.061 0.00
H -1.30141 3.49519 -3.54025 0.287 0.197 -0.181 0.00
H -0.36232 3.22873 -5.06646 0.068 -0.197 0.524 0.02
H -1.30819 1.63063 -5.83336 -0.021 -0.339 0.442 0.02
H -2.54797 1.17485 -4.60949 0.113 -0.183 -0.307 0.00
H -1.52456 -0.09633 -5.36511 -0.094 0.294 0.155 0.00
H 3.25735 0.29473 -6.26712 0.151 -0.019 0.532 0.01
H 4.10931 -0.93967 -5.26178 0.253 0.421 -0.174 0.00
H 4.02860 0.77634 -4.70615 0.083 -0.240 -0.111 0.00
H 1.80637 1.99226 -4.77620 -0.299 -0.626 0.111 0.00
H 0.72211 1.04848 -5.89157 0.369 0.306 0.598 0.00
H 2.06719 -2.24938 -6.02316 -0.368 0.058 -0.257 0.00
H 1.69237 -0.69040 -6.82916 -0.261 -0.284 0.416 0.01
H 0.37587 -1.64507 -6.04463 0.253 -0.059 0.033 0.00
N 2.41256 2.35975 3.49233 -1.341 -2.894 -1.416 0.09
C 1.98856 1.36737 2.99512 1.577 4.009 1.409 0.13
```
Forces are in eV/Å.

Net charge: +2
ΔE to the lowest compared entry with this formula, charge and spin: 2.704 eV
Calculated total energy: -1795.0036 a.u.
Kohn-Sham gap (spin up / spin down): 7.32 / 3.99 eV
Multiplicity: 5

Q: Among the records above, which one has the highest multiplicity?
A: C24H41NP2Pt